1.
30
Properties=species:S:1:pos:R:3:lowdin_charge:R:1 method="wB97M-V/def2-TZVPD" relative_energy_kcal_mol=122.8 lumo_ev="-3.87 / -3.87" charge=+1
C 0.164 -0.440 -0.386 -0.114
C 0.188 -1.888 0.960 -0.006
C -0.006 1.600 -1.234 -0.252
C -0.503 2.940 -1.473 0.062
C 2.796 -0.347 -0.731 0.030
C 1.192 -1.218 -2.479 -0.032
C -2.980 -1.094 1.755 -0.124
C -0.618 0.347 2.668 -0.148
C 1.346 -0.296 -1.308 -0.467
N 1.115 1.141 -1.741 0.228
O -0.654 0.683 -0.484 0.068
O -1.148 -2.161 3.189 -0.211
P -1.126 -1.230 1.954 0.606
H -0.840 3.151 -2.459 0.104
H -1.506 3.071 -0.863 0.164
H 0.125 3.690 -1.322 0.054
H 3.448 0.218 -1.406 0.108
H 2.994 -1.348 -0.669 0.063
H 2.779 -0.115 0.264 0.057
H 1.915 -0.924 -3.267 0.106
H 0.222 -1.316 -3.005 0.104
H 1.251 -2.284 -2.349 0.095
H -3.237 -0.189 1.211 0.046
H -3.495 -0.785 2.639 0.057
H -3.268 -1.974 1.249 0.039
H 0.402 0.521 2.593 0.040
H -0.905 0.425 3.687 0.066
H -1.044 1.061 2.120 -0.006
H 1.824 1.613 -2.188 0.148
H -0.431 -2.851 3.074 0.113

***

2.
30
Properties=species:S:1:pos:R:3:lowdin_charge:R:1 method="wB97M-V/def2-TZVPD" relative_energy_kcal_mol=210.6 lumo_ev=0.70 charge=0
C 3.363 -0.760 -0.053 -0.035
C 2.010 -0.403 0.523 -0.295
C 2.100 0.679 1.561 -0.063
C 0.936 -0.970 0.008 0.023
N 0.464 -1.779 -0.867 -0.300
O 0.215 -2.975 -0.790 0.003
O 0.198 -1.309 -2.134 0.103
H 4.036 -0.050 0.304 0.048
H 3.274 -0.783 -1.130 0.078
H 3.549 -1.899 0.125 0.132
H 1.108 0.923 2.050 0.074
H 2.876 0.559 2.340 0.089
H 2.507 1.581 1.050 0.098
H -0.160 -1.945 -2.669 0.071
C -1.342 -1.204 2.152 -0.055
O -1.803 -0.746 0.858 -0.153
C -1.386 0.518 0.480 -0.161
C -1.799 1.135 -0.668 -0.302
C -1.190 2.553 -1.018 -0.065
C -2.641 0.462 -1.650 -0.073
H -2.103 -1.119 2.862 0.054
H -0.439 -0.692 2.366 0.047
H -1.256 -2.410 2.106 0.147
H -0.739 1.022 1.161 0.083
H -0.674 3.013 -0.124 0.074
H -0.411 2.572 -1.795 0.059
H -2.019 3.232 -1.468 0.094
H -2.243 -0.539 -1.818 0.072
H -3.643 0.292 -1.242 0.091
H -2.788 1.044 -2.520 0.063

***

3.
30
Properties=species:S:1:pos:R:3:lowdin_charge:R:1 method="wB97M-V/def2-TZVPD" relative_energy_kcal_mol=0.0 lumo_ev=-10.46 charge=+2
Al 1.330 -4.090 -0.832 1.098
C 1.453 -0.379 -2.246 -0.007
C 0.735 0.260 -1.036 -0.442
C -0.642 0.743 -1.525 -0.120
C -1.643 1.255 -0.457 -0.108
C -1.802 0.098 0.573 -0.140
C -0.513 -0.464 1.112 -0.417
N 0.546 -0.668 0.073 0.042
O 1.531 -1.366 0.363 0.038
C -0.896 -1.800 1.778 -0.008
C 0.039 0.544 2.211 0.046
C 1.665 1.431 -0.632 0.025
H 2.516 -0.520 -2.057 0.096
H 1.283 0.283 -3.091 0.119
H 1.088 -1.374 -2.516 0.064
H -1.101 0.019 -2.201 0.134
H -0.435 1.614 -2.149 0.134
H -2.669 1.359 -0.800 0.134
H -1.137 2.117 -0.026 0.120
H -2.428 -0.687 0.147 0.131
H -2.389 0.591 1.348 0.145
H -1.514 -1.609 2.652 0.118
H -0.031 -2.382 2.101 0.084
H -1.421 -2.468 1.092 0.091
H 0.124 1.550 1.811 0.083
H 0.951 0.123 2.636 0.107
H -0.620 0.595 3.077 0.116
H 1.676 2.305 -1.278 0.126
H 2.706 1.114 -0.521 0.106
H 1.598 1.805 0.392 0.084

***

4.
44
Properties=species:S:1:pos:R:3:lowdin_charge:R:1 method="wB97M-V/def2-TZVPD" relative_energy_kcal_mol=35.1 lumo_ev=-14.92 charge=+2
Tl 4.028 9.909 -12.278 1.412
As 8.044 11.892 -13.335 0.837
F 8.457 11.805 -11.592 -0.168
F 6.564 11.035 -12.874 -0.361
F 7.519 11.869 -14.998 -0.174
F 9.508 12.728 -13.711 -0.156
F 8.913 10.361 -13.684 -0.154
F 7.253 13.434 -12.987 -0.180
C 0.663 8.445 -7.665 0.024
O 1.611 8.792 -8.690 0.037
C 2.315 9.889 -8.674 -0.563
O 3.007 10.222 -9.625 0.057
O 2.348 10.510 -7.507 0.055
C 3.134 11.673 -7.267 0.025
H 0.063 7.554 -7.821 0.109
H 0.023 9.303 -7.455 0.111
H 1.210 8.331 -6.727 0.112
H 2.493 12.531 -7.460 0.116
H 4.020 11.695 -7.900 0.105
H 3.485 11.658 -6.237 0.118
C 0.802 11.685 -15.950 0.055
O 0.238 10.365 -15.713 0.042
C 0.881 9.530 -14.957 -0.575
O 1.971 9.723 -14.436 0.080
O 0.156 8.446 -14.658 0.013
C -1.137 8.189 -15.300 0.052
H 1.029 12.153 -14.995 0.107
H -0.006 12.277 -16.372 0.115
H 1.590 11.506 -16.676 0.121
H -1.350 7.164 -15.013 0.110
H -1.091 8.376 -16.371 0.115
H -1.898 8.831 -14.856 0.112
C -0.514 5.406 -11.498 0.000
O 0.657 6.186 -11.689 0.044
C 0.622 7.541 -11.759 -0.525
O 1.628 8.226 -11.818 0.076
O -0.603 8.039 -11.677 0.025
C -0.732 9.462 -11.544 0.032
H -0.769 5.284 -10.442 0.113
H -0.342 4.451 -11.990 0.116
H -1.362 5.876 -12.001 0.103
H -0.250 9.907 -12.418 0.090
H -0.070 9.809 -10.749 0.095
H -1.780 9.718 -11.438 0.123

***

5.
34
Properties=species:S:1:pos:R:3:mulliken_spin:R:1 method="wB97M-V/def2-TZVPD" relative_energy_kcal_mol=27.5 spin_multiplicity=3 s2=2.01 lumo_ev="-7.48 / -12.22" charge=+2
C 2.939 -1.627 -0.872 0.038
I 3.302 1.194 -0.844 1.000
H 2.108 -2.050 -1.465 -0.001
H 3.224 -2.437 -0.185 0.009
H 3.811 -1.426 -1.502 0.009
Au -1.500 0.319 0.369 0.292
P -0.846 0.364 -2.107 0.277
C 0.675 0.711 -3.082 0.061
C -1.356 -1.093 -3.103 0.013
H -2.897 1.525 -2.583 0.001
H -1.586 2.002 -3.748 0.004
H -1.579 2.624 -2.063 0.002
C -1.835 1.773 -2.707 0.015
H -2.404 -1.336 -2.899 -0.001
H -1.203 -0.886 -4.174 0.007
H 0.382 0.895 -4.128 0.012
H 1.361 -0.142 -3.057 -0.004
H -0.720 -1.947 -2.816 0.001
H 1.188 1.595 -2.682 -0.008
C 2.484 -0.539 0.002 -0.059
O 1.819 -0.589 1.018 -0.007
Cl -3.453 -0.182 -0.821 0.315
C 0.958 0.661 5.398 0.000
N 0.174 0.162 4.267 0.006
C -0.588 -1.014 4.265 -0.005
C -1.212 -1.069 3.050 0.006
N -0.804 0.031 2.312 0.009
C 0.007 0.763 3.075 0.006
H 0.287 1.010 6.201 0.000
H 1.585 -0.150 5.787 0.000
H 1.581 1.499 5.044 0.000
H -0.636 -1.683 5.089 0.000
H -1.889 -1.819 2.649 0.002
H 0.506 1.698 2.778 0.001

***

6.
39
Properties=species:S:1:pos:R:3:lowdin_charge:R:1 method="wB97M-V/def2-TZVPD" relative_energy_kcal_mol=7.8 lumo_ev=-0.08 charge=0
Cl 0.774 1.506 -0.404 0.569
C 1.093 0.496 -1.793 -1.998
Cl 2.127 -0.875 -1.332 0.531
Cl -0.465 -0.022 -2.482 0.548
Cl 1.947 1.487 -3.024 0.510
Cl 1.363 1.437 4.030 0.567
C 0.323 0.338 3.132 -0.702
C 0.464 -1.094 3.639 -0.715
Cl 2.038 -1.831 3.304 0.540
H 0.550 0.414 2.074 -0.003
H -0.732 0.572 3.282 0.070
H -0.320 -1.689 3.167 -0.004
H 0.290 -1.185 4.708 0.067
Cl -3.928 -3.594 -1.796 0.585
C -2.640 -2.537 -1.219 -0.706
C -2.085 -3.072 0.095 -0.644
Cl -0.832 -2.024 0.780 0.641
H -3.017 -1.521 -1.104 0.040
H -1.860 -2.487 -1.978 0.039
H -1.551 -4.008 -0.029 0.067
H -2.968 -3.188 0.724 0.071
Cl 7.085 0.202 -3.476 0.552
C 5.796 0.905 -2.465 -0.686
C 6.225 2.287 -2.009 -0.653
Cl 4.890 3.006 -1.057 0.535
H 5.630 0.224 -1.635 0.065
H 4.847 0.991 -2.991 0.028
H 6.370 2.994 -2.817 0.064
H 7.090 2.217 -1.357 0.068
O -2.936 1.436 -0.627 -0.102
C -4.243 1.205 -0.140 -0.254
C -4.128 0.501 1.193 -0.232
O -3.325 1.266 2.091 -0.057
H -2.837 1.523 -1.573 0.066
H -4.821 2.136 -0.171 0.122
H -4.803 0.560 -0.839 0.121
H -3.694 -0.480 0.949 0.095
H -5.110 0.309 1.617 0.124
H -2.605 1.593 1.532 0.072

***

Number 1: DFT total energy -24469.70443 eV. Number 2: DFT total energy -17233.71474 eV. Number 3: DFT total energy -19739.47766 eV. Number 4: DFT total energy -109865.96499 eV. Number 5: DFT total energy -48238.33543 eV. Number 6: DFT total energy -138943.88143 eV.